(1)
{
  "formula": "C28H88O16",
  "method": "the ωB97M-V functional and the def2-TZVPD basis",
  "elements": ["O", "O", "O", "O", "O", "O", "O", "O", "O", "O", "O", "O", "O", "O", "O", "O", "C", "C", "C", "C", "C", "C", "C", "C", "C", "C", "C", "C", "C", "C", "C", "C", "C", "C", "C", "C", "C", "C", "C", "C", "C", "C", "C", "C", "H", "H", "H", "H", "H", "H", "H", "H", "H", "H", "H", "H", "H", "H", "H", "H", "H", "H", "H", "H", "H", "H", "H", "H", "H", "H", "H", "H", "H", "H", "H", "H", "H", "H", "H", "H", "H", "H", "H", "H", "H", "H", "H", "H", "H", "H", "H", "H", "H", "H", "H", "H", "H", "H", "H", "H", "H", "H", "H", "H", "H", "H", "H", "H", "H", "H", "H", "H", "H", "H", "H", "H", "H", "H", "H", "H", "H", "H", "H", "H", "H", "H", "H", "H", "H", "H", "H", "H"],
  "coordinates": [[20.746, 30.245, 4.113], [20.485, 24.515, 1.339], [5.211, 25.186, -0.623], [9.363, 31.840, -7.432], [9.272, 21.016, -6.871], [16.039, 24.772, -4.644], [16.263, 25.605, -0.338], [18.343, 25.186, 7.437], [9.158, 29.805, 4.196], [14.880, 32.881, 5.258], [13.006, 20.731, 1.784], [17.823, 20.474, 2.495], [8.345, 31.927, -0.005], [16.480, 28.884, -6.067], [15.784, 20.269, -4.546], [21.509, 19.515, -3.184], [10.538, 21.392, -6.429], [16.715, 30.043, -3.972], [18.335, 19.192, 2.697], [7.014, 26.342, -1.850], [6.500, 25.700, -0.507], [10.784, 21.066, 2.520], [9.317, 28.442, 4.110], [16.665, 26.742, 7.616], [20.912, 31.022, 3.016], [10.469, 22.477, -5.295], [15.717, 18.724, -2.749], [14.945, 31.500, 3.194], [20.995, 21.943, -3.080], [15.390, 26.174, 0.634], [17.352, 25.729, 6.691], [10.254, 30.112, -5.963], [15.401, 20.154, -3.179], [10.284, 31.567, -6.346], [21.573, 20.713, -2.382], [21.031, 30.173, 1.771], [9.221, 32.020, -1.108], [12.219, 21.407, 2.692], [17.391, 18.517, 3.723], [10.625, 32.130, -0.627], [10.267, 27.920, 5.194], [13.997, 26.467, 0.004], [16.714, 30.146, -5.505], [14.864, 32.902, 3.803], [17.400, 27.392, 8.091], [21.896, 29.514, 1.839], [15.710, 30.044, -3.550], [21.395, 18.830, -2.521], [20.717, 30.844, 4.863], [17.835, 17.570, 4.030], [6.465, 26.464, 0.270], [9.063, 31.155, -1.752], [8.362, 27.933, 4.238], [15.919, 26.982, 1.140], [17.278, 19.107, 4.632], [15.503, 18.486, -1.707], [21.794, 31.644, 3.168], [14.115, 27.070, -0.896], [16.026, 21.194, -4.631], [15.924, 27.434, 7.217], [6.807, 25.706, -2.710], [17.664, 30.519, -5.888], [15.216, 25.480, 1.456], [10.097, 21.646, 3.136], [17.052, 31.002, -3.579], [10.890, 31.144, -0.246], [16.102, 26.365, 8.470], [16.724, 18.467, -3.078], [16.209, 24.916, -3.713], [13.296, 26.985, 0.659], [16.636, 25.004, 6.303], [18.307, 18.591, 1.788], [17.289, 29.257, -3.481], [10.509, 21.397, 1.519], [7.159, 24.894, -0.182], [22.642, 20.786, -2.182], [9.930, 28.186, 6.196], [20.627, 24.662, 2.275], [8.790, 30.213, 3.410], [8.893, 32.949, -1.575], [8.103, 26.307, -1.802], [9.566, 32.729, -7.732], [17.114, 25.403, 0.059], [10.605, 20.001, 2.664], [13.929, 20.992, 1.824], [14.364, 20.438, -3.000], [15.571, 30.778, 3.718], [17.692, 26.239, 5.790], [11.297, 31.859, -6.621], [15.078, 18.020, -3.282], [16.341, 18.397, 3.454], [15.926, 30.775, -5.919], [13.952, 31.052, 3.227], [14.148, 33.604, 3.375], [9.334, 20.129, -7.232], [10.896, 29.830, -5.128], [18.017, 24.857, 8.278], [5.249, 24.418, -1.199], [21.495, 22.043, -4.043], [11.351, 32.319, -1.418], [10.446, 29.352, -6.720], [12.396, 22.482, 2.727], [21.366, 24.456, 0.969], [11.431, 22.921, -5.036], [10.044, 32.139, -5.450], [11.063, 20.473, -6.166], [15.336, 31.660, 2.189], [16.775, 28.762, -6.972], [9.893, 22.174, -4.420], [12.425, 21.124, 3.724], [13.505, 25.559, -0.345], [14.091, 32.370, 5.456], [21.363, 22.804, -2.521], [9.910, 23.274, -5.785], [7.492, 32.139, -0.391], [9.587, 28.184, 3.086], [6.680, 27.350, -2.095], [21.160, 30.840, 0.919], [10.781, 32.841, 0.185], [11.006, 21.703, -7.363], [9.325, 29.791, -5.492], [16.079, 20.822, -2.647], [16.098, 25.643, -5.037], [21.151, 20.692, -1.377], [11.307, 28.214, 5.051], [10.360, 26.834, 5.219], [15.802, 33.412, 3.582], [19.912, 21.820, -3.107], [18.464, 21.141, 2.236], [20.053, 31.679, 2.880], [19.350, 19.148, 3.091], [20.134, 29.568, 1.638]],
  "forces_ev_per_angstrom": [[-0.402, -1.470, 2.099], [-0.263, -0.075, -0.120], [-1.042, -0.196, 0.047], [0.630, -0.282, 0.858], [-1.931, -0.235, 0.287], [-0.036, -0.301, -0.114], [-0.495, 0.007, -0.393], [2.573, -1.439, 0.254], [0.208, 1.867, 0.837], [-0.832, -0.087, -1.250], [0.359, -0.698, -1.118], [-0.356, 1.003, -0.182], [-0.448, -0.418, 0.674], [-0.324, -1.833, 0.194], [-0.383, 0.222, -0.065], [-1.005, 0.484, 0.898], [1.125, -0.069, 0.304], [-0.661, 1.277, 0.013], [-1.174, -1.103, 0.913], [0.532, -0.984, 0.743], [0.501, 0.921, -1.224], [-0.891, 0.468, -1.227], [-0.248, -1.612, -0.255], [-0.779, 1.204, 0.273], [0.156, 1.142, -1.813], [-0.425, -0.356, -1.907], [-0.743, -0.342, -0.554], [-0.796, 0.649, 0.113], [1.249, -0.972, 0.215], [-0.627, -0.529, 0.367], [-2.709, 1.611, 0.229], [-0.522, -1.364, 0.765], [1.111, -0.642, 0.336], [-0.046, -0.223, -0.259], [1.201, 0.402, -0.279], [0.272, 0.115, 0.116], [-0.531, 1.102, -0.125], [-0.004, 0.673, 2.404], [0.465, 0.181, 0.461], [0.895, -0.938, 0.264], [0.342, -0.208, -0.300], [1.012, 0.240, -0.393], [0.327, -0.309, -0.176], [2.343, 0.127, 1.074], [0.369, -0.046, -0.259], [-0.005, -0.044, -0.043], [-0.264, -0.589, -0.309], [-0.022, -0.485, -0.330], [-0.074, -0.277, 0.303], [-0.254, -0.212, -0.101], [0.058, -0.060, 0.041], [0.237, 0.066, -0.346], [-0.346, -0.096, 0.253], [-0.451, 0.745, -0.365], [0.562, 0.293, 0.066], [0.423, 0.401, 0.165], [0.243, 0.277, -0.427], [0.091, 0.210, 0.027], [0.018, 0.056, -0.541], [0.071, -0.078, -0.792], [-0.396, -0.163, 0.060], [0.204, 0.239, 0.264], [-0.014, -0.472, 0.044], [0.355, -0.076, 0.511], [0.521, 0.091, -0.044], [0.207, -0.046, 0.287], [0.162, -0.956, -0.007], [0.137, 0.122, 0.466], [0.022, 0.048, 0.324], [0.291, -0.015, 0.253], [-0.205, -0.366, 0.142], [0.108, 0.088, -0.313], [0.117, -0.096, -0.612], [-0.229, -0.541, -0.342], [0.418, 0.132, -0.031], [0.238, 0.793, -0.036], [-0.005, 0.354, -0.118], [0.005, 0.072, 0.276], [-0.018, -0.352, -0.117], [0.428, -0.023, -0.877], [0.183, 0.469, 0.039], [-0.112, 0.069, -0.114], [0.008, 0.030, 0.163], [-0.044, 0.079, -0.159], [-0.033, 0.119, 0.211], [-0.087, -0.012, -0.059], [0.384, 0.550, 0.206], [0.735, 0.015, 0.246], [0.104, -0.011, -0.239], [-0.185, 0.077, -0.305], [0.226, -0.242, -0.812], [-0.040, 0.644, 0.616], [-0.122, -0.093, -0.589], [-0.747, -0.535, 0.132], [-0.125, 0.066, 0.003], [0.762, 0.631, -0.102], [-0.214, 0.057, -0.098], [-0.093, -0.031, -0.064], [-0.588, -0.107, -0.330], [-0.197, 0.206, -0.159], [0.121, 0.491, -0.454], [-0.099, 0.319, -0.604], [0.213, -0.002, -0.146], [0.081, -0.437, 0.059], [-0.283, 0.262, -0.007], [0.350, 0.129, 0.662], [-0.349, -0.530, -0.224], [0.112, 0.516, 0.069], [0.253, -0.279, -0.072], [0.627, -0.349, 0.322], [0.231, -0.236, 0.252], [-0.130, -0.036, 0.616], [-0.602, 0.184, 0.222], [-0.171, 0.266, 0.238], [-0.298, -0.122, 0.467], [0.680, -0.330, -0.012], [-0.150, -0.087, 0.387], [-0.041, -0.143, -0.137], [-0.288, 0.139, -0.160], [0.855, 0.919, 0.435], [-0.651, 0.427, -0.434], [-0.300, 0.171, 0.550], [0.007, 0.277, -0.146], [-0.599, -0.819, -0.030], [-0.083, 0.588, 0.024], [-0.515, -0.186, -0.355], [0.242, -0.056, -0.081], [0.118, 0.520, -0.327], [0.278, -0.313, -0.094], [-0.168, 0.367, -0.059], [0.115, 0.339, 0.039], [0.007, 0.025, -0.042]],
  "largest_force_ha_per_bohr": 0.0615,
  "homo_energy_ev": -9.86,
  "de_lowest_ev": 3.682,
  "gap_ev": 9.73,
  "molar_mass_g_mol": 681.00,
  "energy_ha": -2323.13269
}

(2)
{
  "formula": "C4H7O2Pm",
  "method": "the ωB97M-V functional and the def2-TZVPD basis",
  "elements": ["Pm", "O", "O", "C", "C", "C", "C", "H", "H", "H", "H", "H", "H", "H"],
  "coordinates": [[-0.675, -1.664, -2.499], [0.629, 0.164, -1.815], [-1.729, -1.325, 0.679], [1.054, 1.012, -1.043], [0.591, 1.189, 0.355], [0.333, -0.156, 1.045], [-1.135, -0.434, 1.237], [-0.280, 1.854, 0.387], [-1.991, -3.110, -2.333], [-1.661, 0.228, 1.962], [1.874, 1.664, -1.394], [0.792, -0.989, 0.500], [1.432, 1.704, 0.858], [0.767, -0.137, 2.061]],
  "forces_ev_per_angstrom": [[-0.521, -0.287, 0.179], [-0.727, -1.004, -0.447], [0.198, -0.038, -1.142], [0.610, 1.227, 0.492], [1.221, -0.016, 0.358], [-0.280, -0.274, 0.545], [-0.030, 0.238, 0.480], [0.095, 0.150, -0.105], [0.326, 0.226, 0.302], [0.088, -0.273, -0.221], [-0.327, -0.074, -0.066], [-0.025, 0.060, 0.172], [-0.611, 0.040, -0.136], [-0.017, 0.027, -0.410]],
  "charge": 2,
  "largest_force_ha_per_bohr": 0.0283,
  "homo_energy_ev": [-17.86, -17.87],
  "spin_multiplicity": 5,
  "de_lowest_ev": 0.000,
  "gap_ev": [7.52, 8.21],
  "molar_mass_g_mol": 232.10,
  "energy_ha": -914.71315
}